{
  "formula": "C38H73NO20S",
  "method": "wB97M-V/def2-TZVPD",
  "total_energy_ha": -3449.332832,
  "e_lumo_ev": 0.4,
  "smiles": "C=C[C@@]1(CCCCO)OS(=O)(=O)O[C@]1(CCC(N)=O)OC[C@H](C)O.CCOC(C)=O.CCOC(C)=O.CCOC(C)=O.CCOC(C)=O.CCOC(C)=O.CCOC(C)=O",
  "symbols": ["C", "C", "C", "C", "C", "C", "C", "O", "O", "S", "O", "O", "O", "C", "C", "C", "C", "N", "O", "O", "C", "C", "C", "O", "H", "H", "H", "H", "H", "H", "H", "H", "H", "H", "H", "H", "H", "H", "H", "H", "H", "H", "H", "H", "H", "H", "H", "H", "H", "C", "C", "O", "C", "C", "O", "H", "H", "H", "H", "H", "H", "H", "H", "C", "C", "O", "C", "C", "O", "H", "H", "H", "H", "H", "H", "H", "H", "C", "C", "O", "C", "C", "O", "H", "H", "H", "H", "H", "H", "H", "H", "C", "C", "O", "C", "C", "O", "H", "H", "H", "H", "H", "H", "H", "H", "C", "C", "O", "C", "C", "O", "H", "H", "H", "H", "H", "H", "H", "H", "C", "C", "O", "C", "C", "O", "H", "H", "H", "H", "H", "H", "H", "H"],
  "positions_angstrom": [[2.121140, -2.030971, -0.306118], [2.462866, -0.716214, -0.192180], [2.112738, 0.411087, -1.150810], [0.668526, 0.965787, -0.961834], [-0.421103, 0.474445, -1.914327], [-0.605690, -1.033840, -2.012577], [-1.936825, -1.275451, -2.790437], [-1.610240, -1.658682, -4.127792], [2.935656, 1.541311, -0.635013], [4.408667, 1.394168, -1.175027], [5.002494, 2.687863, -1.043826], [5.228241, 0.385691, -0.598508], [3.975483, 0.972068, -2.629956], [2.674271, 0.266898, -2.600165], [3.023275, -1.155788, -3.049592], [3.433832, -1.193823, -4.520459], [4.290708, -2.434255, -4.787846], [3.819225, -3.370863, -5.759305], [5.333933, -2.582698, -4.213884], [1.887178, 0.801155, -3.614237], [2.174708, 2.145684, -3.991559], [0.985691, 2.746562, -4.807020], [0.501617, 4.072055, -4.214043], [-0.085003, 1.819413, -5.004743], [1.114508, -2.433264, -0.321376], [2.929800, -2.761903, -0.321430], [3.017915, -0.407524, 0.688582], [0.727965, 2.054488, -0.942363], [0.367693, 0.674305, 0.045653], [-0.292434, 0.926327, -2.893124], [-1.361810, 0.881655, -1.528896], [0.158656, -1.517633, -2.612703], [-0.730336, -1.482820, -1.027786], [-2.493276, -0.337393, -2.810191], [-2.483235, -2.076080, -2.295500], [-1.662536, -0.895243, -4.706640], [3.879451, -1.493224, -2.465331], [2.210541, -1.854500, -2.857884], [4.042887, -0.337312, -4.807356], [2.549300, -1.225885, -5.153643], [2.809288, -3.292956, -5.800688], [4.191909, -3.102335, -6.664614], [3.039472, 2.180726, -4.642526], [2.322915, 2.786703, -3.123991], [1.355579, 2.964172, -5.809370], [1.014986, 4.884297, -4.727960], [0.685621, 4.162032, -3.144886], [-0.558011, 4.219025, -4.434752], [-0.840639, 2.149266, -4.513086], [8.042646, 6.228890, -5.351836], [6.754536, 6.760650, -4.759414], [5.633986, 5.934178, -5.085799], [5.282558, 4.853862, -4.357852], [6.236672, 4.305701, -3.328211], [4.231599, 4.325798, -4.608917], [8.296032, 5.250324, -4.944542], [8.867064, 6.911913, -5.145500], [7.940978, 6.117080, -6.431309], [6.826660, 6.905623, -3.681049], [6.522686, 7.733105, -5.191415], [6.877723, 3.559900, -3.799084], [5.672202, 3.823282, -2.522987], [6.855186, 5.073923, -2.869256], [3.059331, 4.904918, 1.581772], [1.723659, 5.420972, 2.069389], [0.675334, 4.496215, 1.754403], [0.347644, 3.447154, 2.532695], [1.274716, 3.031739, 3.648112], [-0.644124, 2.822581, 2.265137], [3.333430, 3.977864, 2.084814], [3.850919, 5.635593, 1.748643], [2.995058, 4.685984, 0.515592], [1.733517, 5.663398, 3.133140], [1.458287, 6.337365, 1.544391], [1.984800, 2.298551, 3.267488], [0.678078, 2.568288, 4.429500], [1.814895, 3.856762, 4.105965], [-5.194265, -5.989253, -3.141535], [-4.129185, -6.850132, -2.500018], [-2.963968, -6.076052, -2.201100], [-2.824840, -5.378786, -1.058456], [-4.029832, -5.162052, -0.169294], [-1.764286, -4.875483, -0.805351], [-5.530815, -5.204457, -2.463737], [-6.059579, -6.587672, -3.427336], [-4.796172, -5.500136, -4.031173], [-4.492689, -7.370528, -1.613303], [-3.795972, -7.618420, -3.196001], [-4.528846, -4.239297, -0.464153], [-3.676220, -5.061961, 0.853583], [-4.748006, -5.977590, -0.184544], [-6.129470, -2.235509, -5.490705], [-7.527403, -2.403679, -4.931885], [-7.516362, -3.047274, -3.654374], [-7.350395, -2.392407, -2.489338], [-6.863652, -0.962143, -2.506781], [-7.522575, -2.990622, -1.462725], [-5.519674, -1.586274, -4.862006], [-6.169110, -1.805980, -6.491944], [-5.626522, -3.200969, -5.543115], [-8.070086, -1.458476, -4.884054], [-8.105253, -3.064653, -5.575653], [-5.774847, -0.961864, -2.460529], [-7.254149, -0.463136, -1.623850], [-7.187979, -0.393192, -3.374741], [-1.340325, -1.329584, 4.728530], [-0.128997, -1.968459, 5.375223], [0.913856, -1.015762, 5.610333], [0.973662, -0.258673, 6.723067], [-0.233586, -0.183826, 7.626593], [1.960061, 0.396034, 6.929336], [-1.793754, -0.581783, 5.379204], [-2.091025, -2.086198, 4.498555], [-1.053800, -0.826079, 3.804679], [-0.383182, -2.498977, 6.293649], [0.307039, -2.702106, 4.698802], [-0.860793, 0.648996, 7.307317], [0.114600, 0.000364, 8.639925], [-0.820854, -1.093978, 7.655416], [-2.412171, -1.913761, 13.479745], [-1.799861, -0.986400, 12.451408], [-1.445849, -1.679123, 11.249653], [-2.309678, -1.891147, 10.240659], [-3.785843, -1.659546, 10.461410], [-1.886051, -2.328228, 9.204843], [-3.349622, -2.343242, 13.125939], [-2.608826, -1.375764, 14.407203], [-1.733966, -2.740383, 13.690191], [-2.442143, -0.133008, 12.230250], [-0.862414, -0.582165, 12.829082], [-4.238520, -2.588624, 10.805548], [-4.229368, -1.383782, 9.508295], [-4.010107, -0.864939, 11.168516]],
  "atomic_forces_ev_per_a": [[0.2, 0.3, 0.4], [-0.6, -0.8, -0.6], [-1.0, 1.4, 2.0], [0.0, -0.5, -0.2], [0.1, 0.4, 0.4], [-1.5, 0.6, -0.4], [1.5, 0.0, -0.1], [-0.5, -0.3, -0.1], [0.2, -0.4, 0.1], [1.3, 1.0, 1.0], [-0.8, 0.2, -0.8], [-0.8, -0.9, -0.1], [-0.1, 0.1, 0.5], [0.4, -1.1, -1.5], [0.5, 0.1, 0.2], [-0.5, -0.7, 0.0], [0.0, 0.3, 0.1], [-0.1, 0.4, 0.4], [0.2, -0.1, -0.2], [0.2, 0.3, 0.6], [-1.0, 0.4, -0.4], [0.0, -0.1, -0.1], [0.1, 0.0, -0.4], [0.0, 0.0, 0.1], [-0.1, 0.2, -1.9], [-0.1, -0.2, 1.9], [1.6, -0.1, -0.9], [0.0, 0.0, -0.3], [0.1, 0.1, 0.1], [0.1, -0.3, -0.1], [0.1, 0.0, 0.2], [0.2, -0.2, 0.3], [0.4, 0.0, 0.1], [-0.4, -0.2, 0.2], [-0.3, -0.1, -0.3], [0.1, 0.1, 0.0], [-0.1, 0.0, 0.2], [-0.1, 0.1, 0.0], [0.0, 0.1, 0.1], [0.0, 0.2, 0.0], [0.0, 0.0, -0.3], [0.1, -0.4, -0.1], [0.3, 0.0, 0.3], [0.3, -0.1, 0.1], [0.1, -0.1, 0.0], [0.1, 0.1, 0.2], [-0.1, -0.1, 0.1], [-0.1, 0.0, 0.1], [-0.1, 0.0, 0.0], [0.0, -0.2, 0.0], [0.2, 0.0, 0.0], [-0.2, 0.2, 0.0], [0.2, -0.2, 0.0], [-0.2, 0.2, 0.4], [-0.1, 0.0, 0.0], [0.0, 0.0, 0.1], [0.0, 0.0, 0.0], [0.0, 0.1, 0.0], [0.0, -0.1, 0.0], [-0.1, 0.0, 0.0], [0.0, 0.0, 0.0], [0.1, 0.1, -0.5], [0.1, -0.1, -0.1], [0.0, -0.2, -0.1], [0.3, 0.0, 0.0], [-0.3, 0.2, 0.0], [0.2, -0.3, 0.0], [-0.2, 0.3, 0.3], [0.0, 0.0, -0.1], [0.1, 0.0, 0.0], [0.0, 0.0, 0.0], [0.1, 0.0, 0.0], [0.0, -0.1, 0.0], [-0.1, -0.1, 0.0], [0.0, 0.0, 0.0], [0.0, -0.2, -0.1], [0.1, 0.0, -0.1], [-0.1, 0.2, 0.0], [-0.2, 0.0, -0.1], [0.3, -0.2, 0.0], [-0.3, 0.3, 0.1], [0.1, -0.4, 0.2], [0.1, 0.0, -0.1], [-0.1, -0.1, 0.0], [0.0, 0.0, 0.0], [0.0, -0.1, 0.0], [0.0, 0.1, 0.0], [0.1, 0.1, 0.0], [0.0, 0.0, 0.0], [0.1, 0.2, 0.0], [-0.1, 0.1, -0.1], [0.1, 0.0, 0.1], [0.2, 0.1, -0.2], [-0.2, -0.2, 0.0], [0.3, 0.1, 0.0], [-0.4, 0.2, 0.0], [0.0, -0.1, 0.0], [0.0, 0.0, 0.0], [0.0, 0.0, 0.0], [0.0, 0.0, 0.0], [0.0, 0.0, 0.1], [0.0, -0.1, 0.1], [0.0, 0.0, 0.0], [0.1, -0.1, 0.1], [0.1, -0.1, -0.1], [0.0, 0.2, 0.0], [-0.2, -0.1, -0.1], [0.3, -0.1, 0.0], [-0.2, 0.3, 0.1], [0.1, -0.3, 0.1], [0.1, 0.0, -0.1], [0.0, -0.1, 0.0], [0.0, 0.0, 0.0], [0.0, 0.0, 0.0], [0.0, 0.1, 0.0], [0.1, 0.1, 0.0], [0.0, 0.0, 0.0], [0.0, 0.1, 0.0], [-0.1, 0.1, -0.1], [-0.1, -0.1, -0.1], [-0.1, 0.0, 0.2], [0.2, 0.1, -0.1], [-0.2, -0.2, 0.1], [0.0, 0.4, -0.1], [0.0, -0.1, 0.0], [0.0, 0.1, 0.0], [0.0, 0.0, 0.0], [0.0, 0.0, 0.0], [0.0, 0.0, 0.0], [0.1, 0.0, -0.1], [0.0, 0.0, 0.0], [0.0, -0.2, -0.1], [0.0, -0.1, 0.1]]
}


{
  "formula": "C38H61F5N2O4PtSSe3Si2",
  "method": "wB97M-V/def2-TZVPD",
  "total_energy_ha": -10695.049909,
  "charge": -2,
  "e_lumo_ev": [3.5, 3.3],
  "spin_multiplicity": 5,
  "symbols": ["Pt", "F", "C", "C", "F", "C", "F", "C", "Se", "C", "F", "C", "F", "Se", "O", "C", "O", "C", "C", "C", "C", "O", "C", "O", "C", "C", "H", "H", "H", "H", "H", "C", "C", "C", "C", "N", "C", "S", "N", "C", "C", "C", "C", "H", "H", "H", "H", "H", "H", "H", "H", "H", "H", "H", "H", "H", "H", "H", "H", "H", "H", "H", "H", "C", "C", "C", "C", "Si", "C", "C", "C", "C", "C", "C", "C", "C", "H", "H", "H", "H", "H", "H", "H", "H", "H", "H", "H", "H", "H", "H", "H", "H", "H", "H", "H", "H", "H", "H", "H", "H", "H", "H", "H", "C", "Si", "C", "C", "Se", "H", "H", "H", "H", "H", "H", "H", "H", "H"],
  "positions_angstrom": [[15.685659, 15.369132, 10.053685], [17.552402, 19.834042, 14.455771], [17.118110, 18.573652, 14.675711], [15.812721, 18.088515, 14.952512], [14.699359, 18.855634, 14.829687], [15.689740, 16.612222, 14.906130], [15.228834, 15.987326, 16.092731], [15.844195, 15.930341, 13.675476], [14.753254, 15.861750, 12.186046], [17.084296, 16.256840, 14.316206], [17.778797, 15.229771, 14.931426], [17.875229, 17.446087, 14.254693], [19.159491, 17.500367, 13.999994], [16.991932, 13.703686, 11.154615], [14.969095, 14.322195, 6.147119], [15.088415, 13.976196, 7.327497], [15.824152, 14.567667, 8.203275], [14.440346, 12.686402, 7.713451], [14.289754, 11.830598, 6.630906], [13.673553, 10.581862, 6.649103], [13.397081, 10.106632, 7.905266], [12.937556, 8.901164, 8.248307], [13.100346, 8.879287, 9.709317], [12.992865, 10.206046, 10.120637], [13.537061, 10.955601, 9.064167], [14.067302, 12.214001, 9.013672], [14.587648, 12.223874, 5.661524], [13.609646, 9.905516, 5.826079], [14.082305, 8.506199, 9.984466], [12.212629, 8.325725, 10.093207], [14.253405, 12.809264, 9.896508], [7.744194, 17.934399, 7.746726], [8.381134, 17.392118, 8.994427], [9.933246, 17.319588, 8.788837], [10.339149, 16.199188, 7.837085], [10.048051, 14.828231, 8.319851], [10.769422, 14.216903, 9.300154], [12.147863, 14.879232, 9.973527], [10.319224, 12.976573, 9.738364], [9.269776, 12.144677, 9.211375], [7.832967, 12.441777, 9.559390], [7.541164, 12.708057, 11.042883], [7.834463, 14.122878, 11.507753], [6.649990, 18.097123, 7.757647], [7.915387, 17.312305, 6.844512], [8.124572, 18.877994, 7.356553], [8.079728, 16.382757, 9.161654], [8.163597, 17.919809, 9.934083], [10.531442, 17.166557, 9.693488], [10.270455, 18.267699, 8.422888], [11.426530, 16.246029, 7.613879], [9.845241, 16.280772, 6.858597], [9.186955, 14.337392, 8.004291], [11.059860, 12.575333, 10.270684], [9.623600, 11.136267, 9.500264], [9.372888, 12.164038, 8.091029], [7.195534, 11.645600, 9.249535], [7.552619, 13.351164, 8.995365], [8.090997, 11.992120, 11.639308], [6.456814, 12.459730, 11.199828], [8.821390, 14.533533, 11.345889], [7.703253, 14.203537, 12.593105], [7.042140, 14.812897, 11.042672], [15.425728, 19.168757, 6.868843], [15.498232, 17.775160, 7.455436], [16.681331, 17.055149, 6.706790], [14.211901, 17.003418, 7.040145], [15.761469, 17.670573, 9.390728], [14.413152, 18.907430, 10.150728], [13.065853, 18.704137, 9.549734], [14.164465, 18.919577, 11.654618], [14.938987, 20.334887, 9.816092], [17.542645, 18.188952, 9.861369], [18.534211, 17.055006, 9.464416], [17.568053, 18.346943, 11.382407], [18.086874, 19.454995, 9.221338], [15.326111, 19.158477, 5.781323], [16.352924, 19.707595, 7.068697], [14.531240, 19.674665, 7.200282], [16.444591, 16.890663, 5.641168], [16.842995, 16.038208, 7.112416], [17.512740, 17.732386, 6.738809], [14.466143, 16.290960, 6.250475], [13.528433, 17.707672, 6.577634], [13.698053, 16.509197, 7.868077], [12.713434, 17.734656, 9.683439], [13.059907, 18.923726, 8.489349], [12.360465, 19.393959, 10.065038], [13.498856, 18.165717, 12.053948], [13.742063, 19.951326, 11.841786], [15.057531, 18.903109, 12.259487], [15.481645, 20.374711, 8.851773], [15.607605, 20.640416, 10.675661], [14.083323, 21.016972, 9.719994], [18.291861, 16.082695, 10.009008], [19.513124, 17.431553, 9.764818], [18.557307, 16.866671, 8.414504], [17.123573, 17.481356, 11.896004], [16.994982, 19.208856, 11.751088], [18.586372, 18.484733, 11.741093], [18.195641, 19.306633, 8.163374], [19.105522, 19.616361, 9.548227], [17.481021, 20.359169, 9.418769], [19.747786, 9.666081, 8.431560], [17.895911, 10.226211, 8.498938], [17.839587, 12.004177, 7.817339], [17.048799, 8.953456, 7.294427], [17.006969, 10.171899, 10.460957], [20.155659, 9.766189, 7.451178], [19.853418, 8.630799, 8.739554], [20.299963, 10.375535, 9.051425], [18.126470, 12.023315, 6.779304], [18.601080, 12.585814, 8.411027], [16.886200, 12.455766, 7.951099], [17.512695, 8.969763, 6.298541], [15.974872, 9.125798, 7.214801], [17.120278, 7.925173, 7.680449]],
  "atomic_forces_ev_per_a": [[-0.9, 0.4, 0.8], [-0.7, -0.5, 0.3], [-0.2, -2.1, -1.0], [-0.1, 1.2, 0.0], [0.5, 0.0, 0.4], [0.9, 0.7, 0.9], [0.2, 0.5, -0.7], [-0.8, -0.5, -1.6], [0.3, 0.1, 0.5], [-0.2, -1.7, 0.6], [0.3, -0.3, 0.1], [-1.0, 2.6, 0.9], [0.8, -0.2, -0.2], [0.4, -0.9, 0.2], [0.5, 0.0, 0.6], [-0.1, 0.1, -0.2], [0.3, 0.3, -0.8], [-0.5, -1.6, 0.2], [-0.7, 0.6, -1.1], [0.6, -0.5, 1.5], [0.3, 2.4, 0.8], [-0.1, -1.1, 1.0], [-1.4, 0.0, -0.5], [0.3, 1.0, 0.3], [-0.4, -1.5, -1.5], [0.3, 0.3, -0.6], [0.1, 0.0, 0.3], [0.0, -0.1, -0.7], [0.2, -0.4, -0.1], [0.9, 0.1, 0.0], [-0.1, 0.0, 0.0], [-1.1, 0.4, -1.7], [1.8, 0.2, 0.3], [-0.6, -0.7, 0.5], [0.6, -0.6, -0.7], [-0.9, -0.4, 0.2], [-0.6, -0.4, -0.2], [-0.3, 0.0, 0.0], [0.4, 2.1, -0.1], [1.5, -1.0, -1.6], [0.2, 1.6, 0.8], [-0.5, -0.3, -0.3], [-1.8, 1.1, 0.2], [0.3, -0.3, 0.4], [-0.1, -0.3, 0.7], [0.4, 0.4, 0.7], [-0.6, -0.8, 0.2], [-0.1, 0.2, -0.5], [-0.6, -0.1, 0.2], [0.3, 0.6, -0.6], [-0.6, 0.0, 0.3], [0.0, 0.0, 0.3], [1.1, 0.8, 0.3], [0.2, -0.6, 0.5], [-0.7, 0.2, -0.1], [-0.2, -0.2, 0.7], [-0.3, -0.7, -0.6], [-0.2, -0.3, 0.1], [0.3, -0.3, 0.2], [0.8, 0.4, 0.1], [0.3, -0.2, -0.6], [-0.2, -0.1, -0.1], [1.3, -0.7, 0.6], [0.2, 0.1, -0.4], [0.3, -1.3, -0.6], [-1.0, -0.3, 0.3], [0.2, 0.4, -0.2], [-0.9, -0.3, -0.5], [1.4, 0.0, 0.2], [-0.4, 1.8, -0.6], [0.0, 1.6, 0.4], [0.6, -0.2, 0.3], [0.0, -0.4, 0.2], [-0.6, -0.5, 1.7], [-0.3, 0.0, 0.3], [-0.5, 0.4, 0.1], [0.1, -0.4, -0.3], [-0.2, 0.4, 0.1], [0.0, 0.5, 0.3], [-0.2, 0.3, 0.3], [0.3, 0.8, -0.1], [1.0, 0.0, 0.1], [-0.2, 0.0, 0.5], [-0.5, 0.3, 0.1], [0.1, -0.2, -0.1], [-0.6, -1.9, 0.3], [-0.2, 0.1, -0.3], [0.1, -0.2, -0.4], [-0.2, 0.0, -0.2], [-0.1, -0.9, 0.1], [0.4, -0.2, 0.1], [-0.2, 0.2, 0.9], [-0.6, 0.0, -1.1], [0.1, 0.1, 0.3], [0.5, 1.3, -0.7], [0.3, -0.3, 0.1], [-0.1, -0.2, -0.7], [0.3, 0.1, -0.3], [0.2, 0.0, -0.3], [0.3, -0.1, 0.0], [-0.2, 0.1, -0.7], [0.4, 0.2, 0.5], [0.5, -0.5, -0.1], [-0.9, 0.7, 0.5], [0.3, -0.5, -1.2], [1.6, -0.7, 0.8], [0.2, 0.1, 0.3], [-0.4, -0.1, 1.1], [0.2, 0.0, -1.1], [0.1, 0.0, 0.3], [0.1, -0.3, 0.3], [0.1, 0.2, -0.6], [-0.7, -0.4, -0.5], [-0.5, 0.3, 0.1], [-0.2, 0.0, 0.0], [0.0, 0.3, -0.2], [0.3, 0.2, 0.1]]
}